[1]
{
  "formula": "C35H45FLiN11O5",
  "method": "the ωB97M-V functional and the def2-TZVPD basis",
  "symbols": ["Li", "C", "N", "C", "C", "N", "C", "C", "C", "C", "C", "C", "N", "C", "N", "C", "C", "N", "C", "C", "N", "C", "C", "H", "H", "H", "H", "H", "H", "H", "H", "H", "H", "H", "H", "H", "H", "H", "H", "H", "H", "H", "H", "H", "H", "H", "H", "H", "H", "H", "H", "C", "C", "C", "C", "C", "N", "C", "O", "N", "C", "C", "C", "C", "N", "C", "C", "C", "H", "H", "H", "H", "H", "H", "H", "H", "H", "H", "H", "H", "H", "F", "C", "C", "N", "C", "C", "O", "O", "C", "O", "N", "C", "O", "H", "H", "H", "H"],
  "positions_angstrom": [[-0.915, 0.356, 0.241], [-1.190, -2.001, 2.238], [-0.092, -1.490, 3.044], [1.067, -2.364, 3.198], [0.088, -0.136, 3.118], [-0.489, 0.634, 2.252], [-0.772, 1.984, 2.514], [-1.266, 2.443, 3.733], [-1.627, 3.771, 3.900], [-1.518, 4.655, 2.837], [-1.045, 4.209, 1.611], [-0.661, 2.882, 1.434], [-0.260, 2.321, 0.206], [0.431, 2.950, -0.688], [1.229, 4.048, -0.453], [1.985, 4.192, 0.772], [1.504, 5.043, -1.466], [0.401, 2.522, -1.993], [1.660, 2.232, -2.664], [-0.686, 1.653, -2.411], [0.957, 0.264, 4.115], [0.861, -0.284, 5.453], [1.731, 1.479, 4.008], [-1.440, -3.001, 2.590], [-0.941, -2.054, 1.171], [-2.057, -1.353, 2.350], [0.811, -3.342, 2.796], [1.355, -2.498, 4.242], [1.929, -1.981, 2.646], [-1.389, 1.739, 4.548], [-2.015, 4.109, 4.853], [-1.822, 5.687, 2.953], [-0.989, 4.893, 0.774], [1.723, 3.409, 1.475], [1.770, 5.152, 1.250], [3.060, 4.142, 0.563], [0.817, 4.923, -2.299], [2.531, 4.985, -1.844], [1.365, 6.039, -1.034], [2.476, 2.799, -2.220], [1.589, 2.490, -3.721], [1.897, 1.164, -2.587], [-1.614, 1.953, -1.930], [-0.493, 0.599, -2.182], [-0.795, 1.746, -3.493], [0.151, -1.107, 5.468], [0.513, 0.485, 6.152], [1.833, -0.645, 5.802], [1.843, 1.751, 2.961], [2.724, 1.300, 4.429], [1.274, 2.323, 4.534], [1.464, 0.918, -6.252], [1.385, -0.269, -5.330], [2.529, -0.932, -4.900], [2.454, -2.071, -4.109], [1.215, -2.544, -3.696], [1.057, -3.746, -2.962], [1.921, -4.355, -2.094], [1.916, -5.553, -1.903], [2.837, -3.533, -1.432], [2.585, -2.284, -0.842], [3.649, -1.597, -0.269], [3.413, -0.390, 0.363], [2.120, 0.102, 0.395], [1.094, -0.543, -0.158], [1.314, -1.708, -0.763], [0.064, -1.865, -4.078], [0.154, -0.759, -4.904], [2.490, 1.272, -6.353], [0.852, 1.746, -5.891], [1.100, 0.661, -7.248], [3.502, -0.577, -5.218], [3.358, -2.594, -3.829], [0.323, -4.362, -3.273], [3.533, -4.089, -0.960], [4.648, -2.015, -0.316], [4.222, 0.163, 0.822], [1.882, 1.043, 0.873], [0.438, -2.186, -1.178], [-0.900, -2.197, -3.713], [-0.759, -0.264, -5.217], [-3.076, -4.962, 2.161], [-3.913, -4.014, 1.716], [-3.706, -3.407, 0.545], [-4.541, -2.422, 0.069], [-4.159, -1.714, -1.158], [-2.739, -1.151, -0.968], [-1.800, -1.798, -1.478], [-2.652, -0.130, -0.239], [-5.649, -2.008, 0.780], [-6.421, -1.155, 0.404], [-5.823, -2.667, 1.989], [-5.036, -3.655, 2.570], [-5.292, -4.128, 3.654], [-2.856, -3.642, -0.083], [-4.879, -0.914, -1.296], [-4.189, -2.406, -1.999], [-6.626, -2.366, 2.522]],
  "lowdin_charge": [0.54, -0.05, -0.13, -0.03, -0.39, 0.10, -0.23, -0.04, -0.09, -0.09, -0.03, -0.23, 0.10, -0.38, -0.15, -0.05, -0.06, -0.14, -0.04, -0.05, -0.14, -0.06, -0.05, 0.08, 0.07, 0.10, 0.09, 0.07, 0.08, 0.12, 0.10, 0.10, 0.11, 0.06, 0.09, 0.09, 0.09, 0.08, 0.09, 0.08, 0.08, 0.09, 0.09, 0.07, 0.09, 0.09, 0.09, 0.09, 0.06, 0.09, 0.09, -0.06, -0.29, -0.04, -0.02, -0.25, 0.14, -0.53, 0.08, 0.13, -0.21, -0.01, -0.05, -0.16, 0.07, -0.06, -0.02, -0.05, 0.08, 0.07, 0.08, 0.11, 0.11, 0.16, 0.15, 0.12, 0.11, 0.08, 0.09, 0.10, 0.12, 0.08, -0.20, 0.04, 0.02, -0.03, -0.67, -0.04, -0.09, -0.46, 0.09, 0.22, -0.40, 0.10, 0.15, 0.12, 0.13, 0.17],
  "spin_multiplicity": 1,
  "lumo_energy_ev": 0.255
}


[2]
{
  "formula": "C5H10O2",
  "method": "the ωB97M-V functional and the def2-TZVPD basis",
  "symbols": ["C", "O", "C", "C", "O", "C", "C", "H", "H", "H", "H", "H", "H", "H", "H", "H", "H"],
  "positions_angstrom": [[1.323, 1.885, 0.278], [0.252, 1.427, -0.506], [0.027, -1.582, -0.998], [0.393, -1.857, 0.437], [-0.837, -2.641, 0.555], [-1.061, -2.318, -0.772], [-1.011, 1.535, 0.110], [1.353, 1.414, 1.273], [2.249, 1.639, -0.251], [1.281, 2.975, 0.412], [0.441, -0.985, -1.795], [0.368, -1.001, 1.118], [1.259, -2.498, 0.629], [-1.945, -2.679, -1.285], [-1.732, 1.885, -0.634], [-1.355, 0.558, 0.480], [-1.004, 2.243, 0.949]],
  "lowdin_charge": [-0.13, -0.26, -0.05, -0.16, -0.08, -0.15, -0.12, 0.08, 0.09, 0.09, 0.09, 0.11, 0.12, 0.12, 0.09, 0.08, 0.09],
  "spin_multiplicity": 1,
  "e_above_lowest_kj_mol": 390.6,
  "lumo_energy_ev": 0.980
}


[3]
{
  "formula": "C18H23MoN3OSSi2",
  "method": "the ωB97M-V functional and the def2-TZVPD basis",
  "symbols": ["Mo", "N", "C", "S", "N", "N", "C", "C", "C", "C", "C", "C", "C", "O", "H", "H", "H", "H", "H", "H", "H", "C", "Si", "C", "C", "C", "C", "C", "C", "C", "Si", "C", "C", "H", "H", "H", "H", "H", "H", "H", "H", "H", "H", "H", "H", "H", "H", "H", "H"],
  "positions_angstrom": [[0.287, -0.182, 0.079], [-2.906, 0.182, 3.159], [-2.190, 0.009, 2.045], [-0.437, 0.278, 2.204], [-2.726, -0.327, 0.933], [-1.828, -0.469, -0.125], [-2.448, -0.791, -1.220], [-1.884, -1.028, -2.521], [-2.712, -1.367, -3.593], [-2.160, -1.596, -4.844], [-0.788, -1.490, -5.034], [0.065, -1.154, -3.982], [-0.516, -0.934, -2.758], [0.253, -0.599, -1.663], [-2.484, 0.473, 4.024], [-3.906, 0.053, 3.128], [-3.525, -0.888, -1.119], [-3.781, -1.450, -3.440], [-2.800, -1.858, -5.674], [-0.368, -1.670, -6.014], [1.133, -1.069, -4.122], [1.850, 2.443, -1.799], [1.616, 1.965, -0.030], [1.171, 3.354, 1.099], [2.972, 0.808, 0.625], [4.089, 1.648, 0.782], [5.312, 1.172, 1.226], [5.454, -0.169, 1.537], [4.370, -1.020, 1.399], [3.122, -0.570, 0.946], [1.898, -1.988, 0.883], [2.164, -3.164, -0.522], [1.537, -2.797, 2.501], [2.703, 3.128, -1.846], [0.977, 2.981, -2.175], [2.063, 1.597, -2.450], [1.970, 4.100, 1.066], [1.042, 3.036, 2.132], [0.257, 3.842, 0.755], [4.020, 2.709, 0.554], [6.148, 1.850, 1.330], [6.403, -0.552, 1.887], [4.509, -2.067, 1.656], [3.047, -3.768, -0.288], [2.346, -2.658, -1.469], [1.321, -3.849, -0.631], [2.379, -3.445, 2.765], [0.651, -3.431, 2.428], [1.396, -2.075, 3.304]],
  "lowdin_charge": [1.16, 0.13, -0.75, 0.72, 0.02, -0.14, 0.00, -0.14, 0.02, -0.02, -0.01, 0.03, -0.25, -0.29, 0.11, 0.13, 0.15, 0.13, 0.13, 0.13, 0.13, -0.17, 0.56, -0.19, -0.29, -0.10, -0.03, -0.03, -0.08, -0.30, 0.57, -0.18, -0.19, 0.06, 0.05, 0.04, 0.06, 0.03, 0.05, 0.11, 0.13, 0.13, 0.11, 0.06, 0.03, 0.05, 0.06, 0.05, 0.03],
  "total_charge": 2,
  "spin_multiplicity": 1,
  "lumo_energy_ev": -8.295
}


[4]
{
  "formula": "C4H9NO2",
  "method": "the ωB97M-V functional and the def2-TZVPD basis",
  "symbols": ["C", "C", "C", "O", "N", "C", "O", "H", "H", "H", "H", "H", "H", "H", "H", "H"],
  "positions_angstrom": [[-0.036, 0.251, -0.047], [-0.967, 1.409, -0.022], [-0.328, 2.486, 0.792], [-0.731, 3.630, 0.657], [-0.401, -1.065, -0.651], [0.713, -1.976, -0.794], [1.227, -2.463, 0.469], [0.789, 0.570, -0.597], [0.490, 0.156, 0.931], [-1.787, 0.953, 0.506], [-1.151, 1.894, -1.023], [0.756, 2.281, 1.296], [-1.136, -1.641, -0.175], [0.332, -2.798, -1.470], [1.609, -1.443, -1.075], [0.621, -2.243, 1.203]],
  "lowdin_charge": [-0.28, -0.16, -0.26, 0.03, -0.05, -0.29, -0.10, 0.09, 0.12, 0.12, 0.15, 0.16, 0.13, 0.13, 0.11, 0.08],
  "smiles": "O=CCCNCO",
  "spin_multiplicity": 1,
  "e_above_lowest_kj_mol": 299.0,
  "lumo_energy_ev": 0.677
}


[5]
{
  "formula": "C3H2ClIO",
  "method": "the ωB97M-V functional and the def2-TZVPD basis",
  "symbols": ["C", "C", "C", "O", "Cl", "I", "H", "H"],
  "positions_angstrom": [[0.133, 0.038, -0.852], [-0.751, 0.567, -0.085], [2.204, 0.848, -0.207], [2.483, 1.977, -0.120], [2.964, -0.525, 0.329], [-2.780, -0.128, 0.003], [0.171, -0.988, -1.317], [-0.808, 1.533, 0.458]],
  "lowdin_spin": [0.66, 0.05, 0.54, 0.25, 0.24, 0.21, 0.04, 0.01],
  "spin_multiplicity": 3,
  "e_above_lowest_kj_mol": 94.9,
  "lumo_energy_ev": [0.481, -2.678]
}


[6]
{
  "formula": "C5H13NO",
  "method": "the ωB97M-V functional and the def2-TZVPD basis",
  "symbols": ["C", "C", "C", "C", "C", "N", "H", "H", "H", "H", "H", "H", "H", "H", "H", "H", "H", "H", "H", "O"],
  "positions_angstrom": [[-0.871, -1.109, -0.209], [-1.006, -0.864, 1.285], [-0.246, 0.499, 1.656], [0.089, 1.446, 0.698], [1.426, 2.134, 0.837], [0.490, -1.155, -0.754], [-1.543, -2.002, -0.585], [-1.227, -0.205, -0.799], [-2.060, -0.616, 1.582], [-0.507, -1.461, 2.045], [-0.273, 0.687, 2.732], [-0.703, 1.963, 0.060], [1.867, 2.186, -0.158], [1.189, 3.146, 1.191], [2.161, 1.602, 1.437], [1.134, -1.457, -0.044], [0.839, -0.243, -1.073], [-0.278, -1.481, -2.519], [-0.053, -1.900, -4.036], [-0.426, -1.170, -3.345]],
  "lowdin_charge": [-0.31, -0.19, -0.11, -0.21, -0.12, -0.04, 0.14, 0.12, 0.11, 0.10, 0.10, 0.14, 0.07, 0.07, 0.07, 0.07, 0.08, -0.12, 0.13, -0.10],
  "smiles": "C/C=C/CCN.O",
  "spin_multiplicity": 1,
  "e_above_lowest_kj_mol": 418.5,
  "lumo_energy_ev": 0.627
}


Number 1: molar mass 725.8 g mol⁻¹. Number 2: molar mass 102.1 g mol⁻¹. Number 3: molar mass 481.6 g mol⁻¹. Number 4: molar mass 103.1 g mol⁻¹. Number 5: molar mass 216.4 g mol⁻¹. Number 6: molar mass 103.2 g mol⁻¹.